ORCA calculation (the ωB97M-V functional and the def2-TZVPD basis) on a 17-piece molecular cluster, H35O17 overall.

Element x y z (Å)
O  -3.03  0.52  -0.72
O  0.27  4.56  1.22
H  1.85  -1.45  2.91
H  -3.38  0.02  0.07
H  0.10  2.28  4.70
H  -0.88  -4.67  0.28
H  4.48  0.69  1.52
H  -1.50  1.47  -4.10
O  1.49  -2.62  4.37
O  -1.66  -2.15  1.57
O  -1.48  -4.31  -0.44
H  0.77  -3.09  4.79
H  1.09  3.68  -1.74
H  -4.24  1.73  -2.57
H  0.05  3.79  3.84
O  0.30  2.83  3.96
H  -1.23  -0.72  -0.59
H  -2.46  -2.58  1.87
O  -0.74  1.94  -3.80
H  0.07  1.83  -4.34
H  -3.27  0.79  -3.00
H  -2.93  -1.80  -3.53
H  0.73  0.64  0.31
H  2.36  0.11  0.72
H  1.35  -0.73  0.08
O  3.64  0.29  1.70
H  -0.41  3.37  -1.32
H  -3.42  -0.81  -2.49
H  2.25  -3.19  4.35
O  -0.29  -1.10  -0.68
H  -0.89  -2.68  1.50
H  1.58  -2.64  -3.89
H  -3.12  1.46  -0.49
O  -3.63  1.68  -3.27
H  0.70  -1.91  -2.82
O  0.51  3.24  -1.15
H  3.33  -0.02  -2.84
H  0.65  3.77  0.87
H  -0.50  1.67  2.24
H  -0.64  4.43  0.93
H  -0.55  -1.95  -1.07
O  1.63  0.22  -0.04
O  1.38  -1.16  2.11
H  4.01  -0.44  2.31
O  4.04  -0.08  -2.21
H  0.40  -1.13  2.01
H  0.89  1.40  2.38
H  3.69  -0.64  -1.53
O  -2.73  -1.42  -2.68
O  1.53  -2.28  -3.03
O  0.16  1.24  1.71
H  -2.32  -4.10  0.03

As for the relative energy (zero: lowest compared OMol25 entry of this formula, charge and spin): 102.3 kcal per mole. The total energy is -1299.745963 Ha. As for the net charge: +1. The value obtained for the LUMO energy is -2.86 eV.